<i>
Below is a structure of composition C8H14O, with properties calculated with wB97M-V/def2-TZVPD.

The geometry in XYZ format:
```
23
C8H14O | OMol25 | wB97M-V/def2-TZVPD
C 0.901 2.344 0.025
C -0.147 1.544 -0.051
C -0.194 0.268 0.298
C 0.860 -0.416 1.092
C 1.772 -1.317 0.130
C -1.138 -0.675 -0.110
C -2.341 0.040 -0.484
C -1.097 -2.032 -0.013
H 0.414 3.448 0.732
H 1.279 2.821 -1.083
H 1.926 1.946 0.444
H -0.816 1.967 -1.004
H 1.075 0.479 1.673
H 0.284 -1.018 1.852
H 1.343 -2.269 -0.113
H 2.660 -1.796 0.645
H 1.815 -0.233 -1.743
H -2.735 0.653 0.438
H -3.509 -0.381 -0.056
H -2.823 0.515 -1.601
H -0.067 -2.430 0.289
H -1.877 -2.649 -0.310
O 2.415 -0.810 -1.051
```

Frontier orbital gap in Ha: 0.3212
Total charge: 0

So, what does the Mulliken scheme give us? The charges, in e, come out as: atom 1 (C): -1.06, atom 2 (C): -0.21, atom 3 (C): 0.52, atom 4 (C): -1.32, atom 5 (C): -0.41, atom 6 (C): 0.96, atom 7 (C): -0.97, atom 8 (C): -1.07, atom 9 (H): 0.21, atom 10 (H): 0.27, atom 11 (H): 0.32, atom 12 (H): 0.08, atom 13 (H): 0.63, atom 14 (H): 0.38, atom 15 (H): 0.31, atom 16 (H): 0.34, atom 17 (H): 0.33, atom 18 (H): 0.20, atom 19 (H): 0.23, atom 20 (H): 0.24, atom 21 (H): 0.12, atom 22 (H): 0.47, atom 23 (O): -0.58

---

<ii>
Below is an isolated molecule of C8H14O, with properties calculated with wB97M-V/def2-TZVPD.

The geometry in XYZ format:
```
23
C8H14O | OMol25 | wB97M-V/def2-TZVPD
C 3.394 -0.239 0.638
C 2.444 0.208 -0.167
C 0.980 0.580 0.380
C 0.120 1.412 -0.538
C -0.139 -0.047 -0.329
C -0.036 -1.093 -1.400
C -1.385 -0.319 0.764
C -2.724 -0.116 0.062
O -1.266 0.476 1.919
H 3.207 -0.411 1.689
H 4.406 -0.413 0.301
H 2.651 0.368 -1.219
H 0.991 0.719 1.450
H 0.549 1.731 -1.478
H -0.564 2.124 -0.100
H 0.747 -0.835 -2.107
H -0.972 -1.173 -1.952
H 0.194 -2.064 -0.963
H -1.278 -1.373 1.064
H -3.548 -0.288 0.758
H -2.800 0.906 -0.309
H -2.839 -0.806 -0.769
H -2.132 0.651 2.304
```

SMILES: C=C[C@H]1C[C@]1(C)[C@H](C)O
Frontier orbital gap in Ha: 0.3674
Total charge: 0

So, what does the Mulliken scheme give us? The charges, in e, come out as: atom 1 (C): -0.82, atom 2 (C): -0.32, atom 3 (C): 0.01, atom 4 (C): -1.01, atom 5 (C): 0.97, atom 6 (C): -1.56, atom 7 (C): 0.05, atom 8 (C): -1.31, atom 9 (O): -0.51, atom 10 (H): 0.26, atom 11 (H): 0.27, atom 12 (H): 0.25, atom 13 (H): 0.41, atom 14 (H): 0.31, atom 15 (H): 0.26, atom 16 (H): 0.38, atom 17 (H): 0.36, atom 18 (H): 0.33, atom 19 (H): 0.24, atom 20 (H): 0.41, atom 21 (H): 0.33, atom 22 (H): 0.37, atom 23 (H): 0.33

---

<iii>
Below is an isolated molecule of C8H14O, with properties calculated with wB97M-V/def2-TZVPD.

The geometry in XYZ format:
```
23
C8H14O | OMol25 | wB97M-V/def2-TZVPD
C -2.422 0.210 0.382
C -1.397 -0.404 0.918
C -0.038 0.122 0.930
C 0.013 1.654 0.999
C 0.668 -0.368 2.156
O 0.170 -1.107 2.934
C 0.775 -0.391 -0.327
C 1.063 -1.863 -0.543
C 0.390 0.326 -1.615
H -3.497 -0.123 0.480
H -2.367 1.117 -0.398
H -1.505 -1.381 1.461
H 0.808 2.133 1.506
H -0.768 1.930 1.748
H -0.248 2.077 -0.052
H 1.664 0.042 2.389
H 1.904 0.020 -0.242
H 0.094 -2.325 -0.527
H 1.569 -2.323 0.306
H 1.599 -2.104 -1.464
H -0.643 0.652 -1.538
H 1.006 1.132 -1.975
H 0.468 -0.444 -2.506
```

SMILES: C=C[C@@](C)(C=O)C(C)C
Frontier orbital gap in Ha: 0.3899
Total charge: 0

So, what does the Mulliken scheme give us? The charges, in e, come out as: atom 1 (C): -0.74, atom 2 (C): -0.61, atom 3 (C): 1.78, atom 4 (C): -1.73, atom 5 (C): -0.54, atom 6 (O): -0.46, atom 7 (C): 0.65, atom 8 (C): -1.73, atom 9 (C): -1.21, atom 10 (H): 0.28, atom 11 (H): 0.15, atom 12 (H): 0.32, atom 13 (H): 0.44, atom 14 (H): 0.45, atom 15 (H): 0.30, atom 16 (H): 0.39, atom 17 (H): 0.20, atom 18 (H): 0.42, atom 19 (H): 0.35, atom 20 (H): 0.46, atom 21 (H): 0.23, atom 22 (H): 0.28, atom 23 (H): 0.32

---

Energy ordering: <ii> at the bottom, the next structure 0.548 eV above.

---

<i>
Below is a cluster of 2 separate species, C3H7O3S2 in total, with properties calculated with wB97M-V/def2-TZVPD.

The geometry in XYZ format:
```
15
C3H7O3S2 | OMol25 | wB97M-V/def2-TZVPD
C -0.230 -1.213 -0.644
C -2.332 -0.141 0.259
C -0.852 0.048 -0.066
O 3.822 0.520 1.260
O 2.953 2.669 0.406
O 2.759 0.624 -0.963
S 0.008 0.536 1.462
S 2.923 1.220 0.356
H 0.822 -1.039 -0.855
H -0.309 -2.025 0.076
H -0.739 -1.511 -1.560
H -2.463 -1.016 0.895
H -2.917 -0.278 -0.654
H -2.708 0.728 0.799
H -0.736 0.878 -0.773
```

Frontier orbital gap (alpha / beta) in Ha: 0.2463 / 0.2414
Total charge: -1

So, what does the Mulliken scheme give us? The charges, in e, come out as: atom 1 (C): -1.12, atom 2 (C): -1.40, atom 3 (C): 0.31, atom 4 (O): -0.50, atom 5 (O): -0.48, atom 6 (O): -0.48, atom 7 (S): -0.43, atom 8 (S): 0.96, atom 9 (H): 0.26, atom 10 (H): 0.29, atom 11 (H): 0.34, atom 12 (H): 0.32, atom 13 (H): 0.38, atom 14 (H): 0.34, atom 15 (H): 0.22

---

<ii>
Below is a cluster of 3 separate species, C3H7O3S2 in total, with properties calculated with wB97M-V/def2-TZVPD.

The geometry in XYZ format:
```
15
C3H7O3S2 | OMol25 | wB97M-V/def2-TZVPD
C 1.266 -0.336 1.177
C 0.592 -1.330 0.147
O 1.184 -1.359 -0.947
O -0.429 -1.884 0.519
C 0.587 1.068 0.980
S 1.189 2.110 2.241
S -1.822 1.831 -1.169
H 0.800 -0.678 2.104
H 2.346 -0.338 1.280
H 0.702 1.512 -0.014
H -0.485 0.890 1.149
H -2.097 1.678 0.131
H -0.618 -1.482 -2.436
H -1.693 -0.376 -2.452
O -1.522 -1.306 -2.710
```

Frontier orbital gap in Ha: 0.1327
Total charge: -1

So, what does the Mulliken scheme give us? The charges, in e, come out as: atom 1 (C): -0.74, atom 2 (C): 0.60, atom 3 (O): -0.64, atom 4 (O): -0.57, atom 5 (C): -0.30, atom 6 (S): -0.17, atom 7 (S): -0.45, atom 8 (H): 0.35, atom 9 (H): 0.43, atom 10 (H): 0.38, atom 11 (H): 0.06, atom 12 (H): 0.07, atom 13 (H): 0.32, atom 14 (H): 0.28, atom 15 (O): -0.61

---

Energy ordering: <i> at the bottom, the next structure 3.006 eV above.

---

<i>
Below is an isolated molecule of C2H2OS, with properties calculated with wB97M-V/def2-TZVPD.

The geometry in XYZ format:
```
6
C2H2OS | OMol25 | wB97M-V/def2-TZVPD
O 1.825 -0.006 -0.069
C 0.694 0.392 0.004
C -0.506 -0.438 -0.011
S -1.992 0.212 -0.003
H 0.443 1.470 0.088
H -0.464 -1.631 -0.010
```

SMILES: O=CC=S
Frontier orbital gap in Ha: 0.2895
Total charge: 0

So, what does the Mulliken scheme give us? The charges, in e, come out as: atom 1 (O): -0.42, atom 2 (C): 0.07, atom 3 (C): -0.09, atom 4 (S): -0.15, atom 5 (H): 0.31, atom 6 (H): 0.28

---

<ii>
Below is a cluster of 2 separate species, C2H2OS in total, with properties calculated with wB97M-V/def2-TZVPD.

The geometry in XYZ format:
```
6
C2H2OS | OMol25 | wB97M-V/def2-TZVPD
C 0.868 -0.537 0.070
C -0.886 0.572 0.092
O 1.839 0.106 -0.145
S -2.261 -0.201 -0.024
H 0.888 -1.596 0.132
H -0.449 1.655 -0.126
```

Frontier orbital gap in Ha: 0.2798
Total charge: 0

So, what does the Mulliken scheme give us? The charges, in e, come out as: atom 1 (C): 0.05, atom 2 (C): -0.13, atom 3 (O): -0.37, atom 4 (S): -0.19, atom 5 (H): 0.37, atom 6 (H): 0.28

---

Energy ordering: <i> at the bottom, the next structure 1.798 eV above.